Record 1
ORCA calculation (wB97M-V/def2-TZVPD) on C3H15N2O2 as an isolated structure.

Cartesian coordinates (Å):
1 C 0.42747 -1.26563 -0.03796
2 C 0.90760 -2.24562 0.77197
3 C 2.03794 -1.01505 -0.21781
4 N 2.65508 -0.27160 0.87713
5 N -0.44119 0.89485 2.31272
6 H -0.05471 -1.55320 -0.97050
7 H -0.03880 -0.38566 0.39843
8 H 1.13745 -2.06111 1.81797
9 H 1.06234 -3.23820 0.37611
10 H 1.97160 -0.29280 -1.01907
11 H 2.62558 -1.84190 -0.61650
12 H 0.47704 1.27283 2.14705
13 H 3.34399 0.39778 0.54902
14 H 3.09729 -0.85353 1.57152
15 H -0.40174 0.02178 2.81374
16 H -0.97688 1.52252 2.89419
17 H -2.72283 0.59047 -2.20377
18 H -1.73261 1.05308 -1.05224
19 O -2.30499 0.35510 -1.36882
20 H -3.31702 3.26865 -3.64854
21 H -4.29659 2.95475 -2.50407
22 O -3.45604 2.69249 -2.89057

As for the charge: +1. Its HOMO-LUMO gap is 0.2989 Eh. For the relative energy (zero: lowest compared OMol25 entry of this formula, charge and spin), the calculation gives 82.6 kcal per mole. Its LUMO energy is -5.296 eV. Its HOMO energy is -13.429 eV.



Record 2
ORCA calculation (wB97M-V/def2-TZVPD) on a 3-piece molecular cluster, C3H15N2O2S overall.

Cartesian coordinates (Å):
1 N -1.04732 -0.71104 0.76972
2 C 0.10478 -0.76041 -0.18670
3 C 0.52029 0.62913 -0.64145
4 S 1.36948 0.60990 -2.23355
5 C 1.34946 -1.43810 0.70943
6 N 1.36862 -0.82891 1.97358
7 H -1.43630 0.24077 0.81006
8 H -1.81417 -1.31720 0.38221
9 H -0.80351 -1.08305 1.70535
10 H 0.01317 -1.50850 -0.96394
11 H -0.34718 1.28368 -0.88951
12 H 1.19344 1.16817 0.01413
13 H 2.40823 -0.21831 -2.02220
14 H 2.25127 -1.41881 0.08714
15 H 1.03140 -2.47717 0.77529
16 H 1.69471 0.12505 2.02608
17 H 1.61612 -1.30001 2.83029
18 H -0.71851 2.96704 3.16178
19 H -1.47980 3.66843 2.22028
20 O -1.15311 2.76050 2.31987
21 H -3.16402 -0.66818 -1.89674
22 H -3.81928 -1.56764 -0.87485
23 O -2.97273 -1.15686 -1.08858

As for the charge: +2. Its HOMO-LUMO gap (spin up / spin down) is 0.3689 / 0.1667 Eh. Its spin multiplicity is 2. For the relative energy (zero: lowest compared OMol25 entry of this formula, charge and spin), the calculation gives 0.0 kcal per mole. Its LUMO energy (spin up / spin down) is -7.179 / -12.660 eV. Its HOMO energy (spin up / spin down) is -17.217 / -17.195 eV. As for the expectation value of S²: 0.75.



no.,E_tot (Eh),F_max (eV/A)
1,-382.94424,2.62
2,-780.76464,3.97